ORCA calculation (ωB97M-V/def2-TZVPD) on a molecular structure, C19H31BGeN3O3S4SeW.

Energy relative to the best compared isomer or geometry (same formula, charge and spin), kJ/mol: 0.0
HOMO level (spin up / spin down), eV: -16.150 / -16.145
LUMO (spin up / spin down), eV: -11.640 / -11.040
Net charge: +3
Gap between HOMO and LUMO (spin up / spin down), eV: 4.5 / 5.1
Spin multiplicity: 1
Maximum force, eV/A: 0.64

XYZ file:
```
64
Properties=species:S:1:pos:R:3:forces:R:3
W -0.443 -0.505 0.448 0.0696 0.0669 0.0938
O -1.632 -1.137 7.317 -0.0684 -0.0727 -0.0106
C -1.470 -1.063 6.161 0.1447 0.1811 -0.1011
S -0.450 -2.233 5.210 -0.0076 0.0141 -0.2767
C -0.685 -1.433 3.706 0.0571 -0.0694 0.4787
C -1.468 -0.289 3.669 -0.1167 0.1625 0.1846
S -1.668 0.482 2.179 -0.2202 0.3198 0.1836
S -2.146 0.286 5.138 -0.0273 -0.0306 -0.1295
S -0.054 -1.968 2.238 0.1257 -0.5032 -0.3754
C 0.783 -0.127 -2.354 -0.0394 0.0948 0.0722
Ge 1.759 -1.721 -3.046 0.0723 -0.1009 -0.0737
C 0.818 -2.405 -4.597 -0.0075 0.0131 -0.0131
C 3.659 -1.409 -3.232 -0.0193 0.0622 0.0275
C 1.462 -2.951 -1.491 -0.1057 0.0852 0.0623
Se -0.397 -2.769 -0.877 0.0527 -0.1267 -0.0199
C -0.601 -4.374 0.213 -0.0096 0.0671 -0.0361
H 1.188 0.828 -2.698 0.0162 -0.0279 -0.0371
H 0.957 -0.069 -1.249 0.0446 -0.0956 0.0946
H -0.275 -0.159 -2.609 -0.0435 -0.0651 -0.0213
H 0.766 -1.639 -5.372 0.0237 -0.0043 0.0240
H -0.201 -2.710 -4.354 0.0168 0.0095 0.0236
H 1.344 -3.264 -5.014 0.0092 0.0174 0.0369
H 3.845 -0.751 -4.080 -0.0214 -0.0081 0.0022
H 4.176 -2.350 -3.418 -0.0237 -0.0130 -0.0017
H 4.079 -0.949 -2.338 -0.0297 -0.0081 0.0096
H 2.106 -2.707 -0.648 0.0525 -0.0184 0.0334
H 1.554 -4.013 -1.720 -0.0025 0.0101 -0.0892
H -0.576 -5.202 -0.491 -0.0092 -0.0123 -0.0255
H -1.570 -4.326 0.703 0.0037 -0.0015 0.0208
H 0.216 -4.443 0.924 0.0123 0.0033 0.0130
C -3.776 -0.622 -0.640 -0.0303 0.0250 -0.0250
N -3.781 0.789 -0.255 0.0888 0.1225 -0.0159
C -5.024 1.267 0.371 0.0583 -0.0170 -0.0037
C -2.707 1.563 -0.399 -0.1165 -0.0574 0.0785
N -1.460 0.947 -0.425 -0.2227 -0.2012 -0.0561
N -2.768 2.873 -0.533 -0.0165 0.1098 0.0005
C -1.607 3.735 -0.269 0.0040 0.0061 0.0033
C -3.932 3.569 -1.112 0.0415 -0.0006 0.0167
H -4.795 -0.906 -0.888 -0.0268 -0.0039 -0.0444
H -3.446 -1.262 0.181 0.0146 -0.0528 0.0907
H -3.158 -0.779 -1.520 0.0472 -0.0218 -0.0425
H -5.333 0.518 1.100 -0.0082 0.0022 -0.0009
H -5.818 1.390 -0.364 -0.0023 -0.0023 0.0068
H -4.846 2.203 0.888 -0.0105 0.0028 0.0196
H -0.775 1.506 -0.937 0.0143 0.0245 -0.2258
H -0.943 3.281 0.463 0.0037 -0.0041 0.0021
H -1.971 4.672 0.145 -0.0037 0.0187 -0.0046
H -1.070 3.956 -1.194 -0.0050 -0.0014 0.0080
H -4.582 2.861 -1.615 -0.0020 0.0018 -0.0066
H -3.552 4.276 -1.848 -0.0087 0.0066 0.0025
H -4.483 4.116 -0.349 0.0028 -0.0062 -0.0138
O 1.766 1.512 1.776 0.0337 0.0507 0.0630
B 1.449 0.392 1.088 0.1320 -0.0437 -0.0862
O 2.520 -0.335 0.627 0.1407 0.1416 0.0771
C 3.634 0.393 1.107 -0.1321 -0.0058 0.0074
C 4.970 0.107 0.964 -0.0065 0.0017 0.0069
C 5.842 1.028 1.539 0.0229 -0.0346 -0.0185
C 5.380 2.156 2.213 0.0407 0.0320 0.0180
C 4.023 2.427 2.353 -0.0334 0.0152 0.0094
C 3.172 1.510 1.782 0.0616 -0.0437 0.0015
H 5.323 -0.775 0.446 -0.0008 0.0248 0.0128
H 6.908 0.861 1.461 -0.0148 0.0000 -0.0020
H 6.098 2.840 2.646 -0.0150 -0.0090 -0.0065
H 3.662 3.299 2.883 -0.0010 -0.0300 -0.0223
```
Positions in Å, forces in eV/Å.

Mulliken atomic charge list, values in e, 5 entries: -0.2557, -0.3311, 0.5322, 0.0018, 0.2169

ORCA calculation (ωB97M-V/def2-TZVPD) on 2 unconnected molecules or ions with the total composition C16H21BFO6 in a non-equilibrium geometry.

HOMO level, eV: -2.951
LUMO, eV: -0.165
Net charge: -1
Gap between HOMO and LUMO, eV: 2.8
Spin multiplicity: 1
Maximum force, eV/A: 7.14

XYZ file:
```
45
Properties=species:S:1:pos:R:3:forces:R:3
C -3.211 4.906 -0.640 -5.5543 -4.4179 0.7419
C -4.355 4.238 -0.550 5.7274 2.1685 -0.0603
C -5.539 3.130 -0.364 1.0300 -0.2586 -0.4708
C -4.868 1.633 -0.248 0.5929 0.2889 0.3174
C -4.240 1.104 -1.643 0.4655 -0.3250 0.7606
C -2.596 1.141 -1.663 -0.0651 1.7002 -3.1402
O -2.340 1.980 -2.862 -0.8382 -1.9148 0.8710
B -1.068 1.492 -3.456 0.9544 1.2784 -0.2617
O -0.808 0.067 -3.116 -2.2335 0.3720 2.0771
C -1.873 -0.222 -2.165 1.0397 -2.1131 0.0691
C -1.223 -1.239 -1.090 -0.0565 -0.0651 0.8231
C -0.213 -0.562 -0.025 0.3334 -0.3156 -0.0587
C 1.292 -0.332 -0.560 0.1977 0.6072 0.5458
F 1.503 1.023 -1.110 -0.4146 -2.4426 1.1516
H -2.088 5.197 -0.659 -2.8508 -0.4841 -0.1188
H -6.164 3.307 0.588 1.0752 0.1205 -1.5772
H -6.222 3.098 -1.298 1.1157 0.4322 1.5893
H -5.625 0.856 0.138 0.7850 1.4724 -0.5302
H -4.043 1.718 0.576 -1.3903 -0.2606 -1.5525
H -4.562 0.000 -1.842 0.4110 1.9399 0.4272
H -4.636 1.762 -2.523 1.0208 -1.2169 1.5922
H -2.080 1.792 -0.846 -1.0500 -1.8003 -0.5648
H -0.258 2.258 -2.992 1.0842 0.1643 0.5245
H -0.946 1.648 -4.642 -0.5685 -0.0015 -0.8622
H -2.618 -0.883 -2.750 0.4102 1.1263 0.9700
H -0.623 -2.092 -1.621 -1.1433 1.6672 0.6159
H -2.052 -1.800 -0.483 1.2504 1.1008 -0.9763
H -0.126 -1.294 0.880 -0.0114 1.2459 -1.5135
H -0.608 0.438 0.400 0.6309 -1.5715 -0.8227
H 1.625 -1.068 -1.386 -0.7627 1.2030 1.3006
H 2.000 -0.426 0.374 -1.1938 0.3404 -1.9384
C 4.052 -3.109 1.803 -0.2320 0.1816 0.0824
C 5.321 -3.493 1.956 -0.0617 -1.0991 -0.8942
C 6.250 -2.759 2.861 0.4369 0.4683 0.4774
O 7.400 -3.149 2.993 -0.3759 -0.1514 -0.2515
C 5.736 -1.577 3.563 0.3080 -0.2989 -0.0895
C 4.468 -1.191 3.408 0.0028 1.2963 0.9268
C 3.532 -1.941 2.524 -0.6091 -0.3876 -0.5277
O 2.374 -1.571 2.418 0.5292 0.0551 0.3707
O 3.979 -0.090 4.054 -0.0810 -1.2828 -0.9253
O 5.819 -4.578 1.288 0.1301 1.1080 0.9416
H 3.367 -3.634 1.151 0.0228 0.0390 0.0191
H 6.426 -1.043 4.204 -0.0310 -0.0203 -0.0266
H 3.041 -0.022 3.778 0.1815 0.0459 0.0469
H 6.753 -4.649 1.568 -0.2116 0.0054 -0.0791
```
Positions in Å, forces in eV/Å.

Mulliken atomic charge list, values in e, 5 entries: -0.1806, -0.2671, -0.5506, -0.6226, -0.7206

ORCA calculation (ωB97M-V/def2-TZVPD) on C4H3N3O in the gas phase in a non-equilibrium geometry.

SMILES: C1=NN=C2C=NO[C@@H]12
Energy relative to the best compared isomer or geometry (same formula, charge and spin), kJ/mol: 582.6
HOMO level, eV: -10.082
LUMO, eV: -1.055
Gap between HOMO and LUMO, eV: 9.0
Spin multiplicity: 1
Maximum force, eV/A: 7.45

XYZ file:
```
11
Properties=species:S:1:pos:R:3:forces:R:3
C -1.424 0.938 0.115 -3.7981 4.3917 -0.6893
C 0.077 0.689 0.157 -3.1659 4.6285 1.1344
C 1.543 -0.952 -0.003 -2.9015 0.4145 -1.2049
C 0.059 -0.688 0.279 1.3059 -4.2060 3.3701
H -2.230 1.845 -0.107 3.0140 -1.5859 1.3544
H 2.025 -1.900 0.016 0.5688 -0.2712 -0.0248
H -0.142 -1.301 1.295 1.1943 2.1558 -0.9660
N -2.129 -0.138 -0.053 3.1230 2.1105 -0.3120
N 1.188 1.297 -0.069 -1.5778 -1.4274 -0.4317
N 2.046 0.192 -0.160 4.1943 0.4549 0.4574
O -1.115 -1.004 -0.316 -1.9569 -6.6653 -2.6876
```
Positions in Å, forces in eV/Å.

Mulliken atomic charge list, values in e, 5 entries: -0.2404, 0.4604, -0.3448, 0.5423, 0.2982

ORCA calculation (ωB97M-V/def2-TZVPD) on 2 unconnected molecules or ions with the total composition CNO2S2 in a non-equilibrium geometry.

Energy relative to the best compared isomer or geometry (same formula, charge and spin), kJ/mol: 427.3
HOMO level (spin up / spin down), eV: -4.399 / -4.401
LUMO (spin up / spin down), eV: -0.784 / -0.817
Net charge: -1
Gap between HOMO and LUMO (spin up / spin down), eV: 3.6 / 3.6
Spin multiplicity: 1
Maximum force, eV/A: 5.19

XYZ file:
```
6
Properties=species:S:1:pos:R:3:forces:R:3
C -3.375 0.402 0.155 -1.3464 -1.1657 1.2728
N -2.631 0.990 -0.497 1.5870 1.0404 -1.2160
O 1.841 -1.178 1.244 -2.1085 0.5430 0.1264
O 1.388 -1.199 -1.097 -1.7657 0.0367 -0.3600
S 1.633 1.503 0.050 -1.4092 -1.6705 0.2637
S 1.144 -0.517 0.144 5.0429 1.2161 -0.0868
```
Positions in Å, forces in eV/Å.

Mulliken atomic charge list, values in e, 5 entries: -0.4230, -0.4993, -0.3907, -0.3653, -0.1140